26
Properties=species:S:1:pos:R:3:nbo_charge:R:1 method="wB97M-V/def2-TZVPD" de_lowest_kcal_mol=121.5 smiles=C[C@@H]1[C@H]2c3cccc(c32)C1(C)C
C -1.984 1.704 0.460 -0.644
C -0.607 0.903 0.434 -0.178
C 0.666 1.788 -0.326 -0.234
C 2.093 1.234 -0.107 0.003
C 2.971 0.503 0.659 -0.272
C 2.918 -0.885 0.463 -0.176
C 1.880 -1.475 -0.205 -0.247
C 0.840 -0.668 -0.738 0.042
C 1.242 0.644 -0.990 -0.042
C -0.670 -0.535 -0.326 -0.064
C -1.005 -1.619 0.705 -0.597
C -1.595 -0.398 -1.491 -0.613
H -2.479 2.027 -0.552 0.215
H -1.740 2.630 1.029 0.230
H -2.769 0.953 0.901 0.210
H -0.288 0.725 1.470 0.209
H 0.487 2.572 -1.020 0.222
H 3.520 1.021 1.362 0.214
H 3.744 -1.584 0.892 0.222
H 1.616 -2.596 -0.151 0.218
H -2.002 -1.224 1.075 0.209
H -0.313 -1.706 1.421 0.210
H -1.130 -2.717 0.239 0.209
H -2.639 -0.161 -1.108 0.213
H -1.510 -1.506 -1.923 0.216
H -1.247 0.368 -2.173 0.224

---

11
Properties=species:S:1:pos:R:3:nbo_charge:R:1 method="wB97M-V/def2-TZVPD" de_lowest_kcal_mol=25.8 smiles="O=C(O)C(=O)CS"
O 1.686 0.665 -0.898 -0.553
C 0.606 0.392 -1.312 0.688
O 0.200 0.540 -2.575 -0.641
C -0.516 -0.037 -0.360 0.470
O -1.644 -0.225 -0.723 -0.455
C -0.078 -0.177 1.101 -0.628
S -1.477 -0.847 2.075 -0.012
H 0.938 0.855 -3.073 0.496
H 0.790 -0.840 1.159 0.253
H 0.231 0.855 1.412 0.251
H -0.736 -1.182 3.195 0.131

---

117
Properties=species:S:1:pos:R:3:mulliken_spin:R:1 method="wB97M-V/def2-TZVPD" charge=-1 de_lowest_kcal_mol=33.6 spin_multiplicity=2
Pb -2.094 -2.634 0.961 0.004
C -0.245 -5.992 3.373 -0.002
O -1.053 -7.084 2.842 0.000
C -1.016 -7.078 1.460 0.000
C -0.536 -8.214 0.846 0.000
C -0.347 -8.284 -0.559 0.000
C -0.584 -7.176 -1.300 0.000
C -1.174 -6.011 -0.685 0.000
C -1.409 -4.919 -1.598 0.000
N -1.817 -3.724 -1.290 0.000
N -2.031 -2.930 -2.376 0.002
C -2.176 -1.655 -2.076 0.020
O -2.245 -1.110 -0.925 -0.011
C -2.184 -0.742 -3.268 -0.015
C -2.071 0.639 -3.116 0.048
C -1.986 1.489 -4.227 0.010
C -1.984 0.969 -5.517 0.000
C -2.122 -0.411 -5.667 0.001
C -2.213 -1.279 -4.585 -0.002
C -1.493 -5.966 0.701 0.000
O -2.108 -4.949 1.224 0.000
H -0.512 -5.941 4.419 0.000
H -0.422 -5.076 2.844 0.002
H 0.792 -6.315 3.320 0.000
H -0.432 -9.099 1.434 0.000
H 0.026 -9.181 -1.039 0.000
H -0.505 -7.265 -2.335 0.000
H -1.299 -5.145 -2.632 0.000
H -2.042 1.117 -2.129 -0.034
H -1.905 2.583 -4.111 0.000
H -1.856 1.486 -6.447 0.000
H -2.127 -0.734 -6.724 0.000
H -2.250 -2.337 -4.827 0.000
S 0.589 -2.716 1.146 0.024
C 0.637 -2.134 2.757 0.005
C 1.746 -2.343 3.551 0.004
C 1.800 -1.726 4.779 -0.001
C 0.698 -1.001 5.203 0.002
C -0.427 -0.970 4.414 0.000
N -0.447 -1.533 3.210 -0.001
H 2.588 -2.903 3.093 0.000
H 2.707 -1.741 5.342 0.000
H 0.719 -0.433 6.129 0.000
H -1.315 -0.453 4.837 0.000
C 1.258 -0.342 -4.499 -0.010
Si 2.234 -1.096 -3.124 0.044
C 1.371 -2.443 -2.241 -0.040
C 3.893 -1.579 -3.757 0.002
Ge 2.761 0.785 -1.675 0.048
Si 3.178 2.805 -2.945 0.033
C 3.706 4.257 -1.835 0.010
C 4.426 2.489 -4.320 0.003
C 1.612 3.268 -3.794 0.002
Si 4.487 0.426 -0.080 -0.005
C 4.252 1.678 1.335 0.006
C 4.390 -1.393 0.482 -0.002
C 6.197 0.960 -0.764 -0.001
H 1.196 -1.066 -5.307 0.001
H 1.748 0.607 -4.891 0.001
H 0.245 -0.059 -4.216 0.003
H 1.024 -3.206 -2.944 0.001
H 0.480 -2.007 -1.859 0.039
H 1.953 -2.875 -1.411 0.009
H 3.862 -2.587 -4.150 0.001
H 4.760 -1.627 -3.052 0.000
H 4.135 -0.848 -4.550 -0.001
H 4.638 4.024 -1.302 0.001
H 2.921 4.496 -1.095 -0.001
H 3.814 5.188 -2.365 0.001
H 5.415 2.101 -4.035 0.000
H 4.557 3.390 -4.964 0.001
H 3.931 1.715 -4.933 -0.001
H 1.066 3.954 -3.058 0.001
H 0.937 2.490 -4.112 -0.001
H 1.687 3.915 -4.680 0.000
H 3.592 1.338 2.180 0.004
H 3.888 2.663 1.024 0.001
H 5.298 1.903 1.703 0.001
H 3.329 -1.553 0.695 -0.003
H 5.081 -1.426 1.426 0.000
H 4.726 -2.118 -0.212 0.001
H 6.345 2.040 -0.651 0.001
H 6.349 0.809 -1.834 0.000
H 6.993 0.514 -0.158 0.000
C -6.142 3.219 5.649 0.000
C -5.963 1.871 5.428 0.000
C -4.999 1.430 4.584 0.001
C -4.087 2.368 4.074 0.001
C -4.180 3.734 4.382 -0.001
C -5.288 4.139 5.123 0.000
As -2.567 1.634 3.004 -0.004
C -3.067 2.197 1.229 -0.002
C -3.831 1.483 0.368 0.010
C -4.095 1.993 -0.890 0.000
C -3.563 3.210 -1.273 0.000
C -2.785 3.917 -0.398 -0.017
C -2.554 3.438 0.872 -0.029
C -1.720 4.042 1.958 0.056
C -1.235 5.373 1.904 0.000
C -0.458 5.819 2.928 -0.004
C -0.057 4.975 3.975 0.002
C -0.513 3.672 4.041 -0.004
C -1.403 3.236 3.032 -0.001
H -6.896 3.507 6.371 0.000
H -6.663 1.162 5.866 0.000
H -4.858 0.365 4.406 0.000
H -3.366 4.368 4.110 0.001
H -5.376 5.226 5.321 0.000
H -4.279 0.546 0.625 0.000
H -4.776 1.414 -1.537 0.000
H -3.761 3.549 -2.299 0.000
H -2.372 4.895 -0.664 -0.001
H -1.631 5.974 1.095 0.001
H -0.120 6.827 2.948 0.000
H 0.602 5.365 4.695 0.000
H -0.272 3.050 4.903 0.000
Te 0.662 1.332 -0.313 0.788

---

32
Properties=species:S:1:pos:R:3:nbo_charge:R:1 method="wB97M-V/def2-TZVPD" de_lowest_kcal_mol=0.0 smiles="COc1ccc2c(CC(=O)Nc3nccs3)coc2c1"
C 6.202 -0.344 0.992 -0.251
O 5.141 -0.943 1.697 -0.492
C 3.862 -0.581 1.398 0.308
C 3.517 0.359 0.417 -0.316
C 2.200 0.684 0.166 -0.172
C 1.200 0.062 0.905 -0.149
C -0.233 0.126 0.952 -0.113
C -1.110 0.989 0.106 -0.519
C -2.342 0.261 -0.397 0.701
O -2.726 -0.820 -0.016 -0.588
N -3.033 0.963 -1.347 -0.616
C -4.195 0.490 -1.907 0.206
N -4.865 1.143 -2.795 -0.479
C -5.967 0.446 -3.170 -0.046
C -6.134 -0.751 -2.558 -0.478
S -4.852 -1.053 -1.439 0.453
C -0.604 -0.751 1.919 0.147
O 0.456 -1.370 2.493 -0.425
C 1.560 -0.883 1.887 0.368
C 2.876 -1.216 2.147 -0.317
H 6.150 -0.563 -0.079 0.175
H 6.225 0.740 1.143 0.175
H 7.110 -0.782 1.404 0.201
H 4.288 0.845 -0.160 0.219
H 1.960 1.413 -0.594 0.209
H -1.456 1.855 0.682 0.246
H -0.539 1.362 -0.746 0.233
H -2.725 1.870 -1.670 0.421
H -6.617 0.880 -3.908 0.209
H -6.922 -1.462 -2.694 0.238
H -1.575 -1.031 2.274 0.218
H 3.147 -1.938 2.898 0.236

---

91
Properties=species:S:1:pos:R:3:lowdin_charge:R:1 method="wB97M-V/def2-TZVPD" charge=+1
C 0.000 -3.187 2.846 -0.115
C 0.261 -4.181 1.532 -0.351
C -1.060 -4.360 0.576 -0.931
Br -1.381 -2.636 -0.398 0.752
S -0.877 -5.697 -0.751 0.219
I -1.717 -7.836 0.111 0.617
P 1.222 -6.016 -1.238 0.154
S 1.343 -5.647 -3.184 0.201
H 0.717 -3.529 3.738 0.105
H -1.107 -3.308 3.259 0.098
H 0.205 -2.044 2.574 0.095
H 0.589 -5.221 1.992 0.123
H 1.176 -3.783 0.910 0.093
H -1.944 -4.702 1.270 0.099
H 1.568 -7.408 -1.047 -0.010
H 2.106 -5.094 -0.564 -0.008
C -1.271 2.084 3.114 -0.075
C -1.159 1.119 4.282 -0.274
O 0.108 0.473 4.365 -0.183
C 1.243 1.320 4.531 -0.277
C 1.189 2.162 5.795 -0.073
H -1.075 1.565 2.167 0.077
H -2.273 2.523 3.074 0.073
H -0.551 2.901 3.188 0.066
H -1.906 0.329 4.156 0.115
H -1.394 1.616 5.227 0.105
H 1.379 1.947 3.644 0.106
H 2.120 0.665 4.583 0.116
H 0.335 2.844 5.796 0.062
H 2.098 2.763 5.891 0.081
H 1.097 1.522 6.678 0.084
C -8.004 -1.904 -0.010 -0.079
C -6.814 -0.973 0.151 -0.273
O -5.667 -1.606 0.709 -0.161
C -5.127 -2.703 -0.025 -0.290
C -4.680 -2.330 -1.428 -0.117
H -8.279 -2.344 0.958 0.086
H -8.866 -1.359 -0.407 0.082
H -7.788 -2.730 -0.690 0.064
H -7.091 -0.165 0.835 0.122
H -6.558 -0.495 -0.800 0.107
H -5.843 -3.532 -0.046 0.108
H -4.257 -3.062 0.538 0.081
H -5.510 -1.971 -2.041 0.073
H -4.241 -3.196 -1.931 0.068
H -3.932 -1.530 -1.391 0.050
C -1.306 7.635 5.619 -0.080
C -1.116 6.622 4.502 -0.277
O -1.544 5.308 4.848 -0.182
C -2.920 5.158 5.194 -0.277
C -3.871 5.561 4.079 -0.079
H -0.772 7.314 6.523 0.085
H -0.929 8.616 5.315 0.080
H -2.357 7.750 5.891 0.065
H -0.049 6.553 4.269 0.118
H -1.610 6.952 3.584 0.105
H -3.138 5.706 6.117 0.107
H -3.074 4.097 5.421 0.112
H -3.767 6.615 3.814 0.068
H -4.907 5.391 4.384 0.080
H -3.671 4.975 3.176 0.075
C 2.928 -2.223 -4.760 -0.087
C 2.027 -3.117 -5.595 -0.313
O 1.654 -2.543 -6.843 -0.159
C 2.717 -2.224 -7.739 -0.271
C 3.554 -3.428 -8.137 -0.080
H 2.442 -1.256 -4.574 0.082
H 3.154 -2.695 -3.799 0.065
H 3.876 -2.016 -5.261 0.072
H 1.100 -3.294 -5.041 0.086
H 2.483 -4.099 -5.751 0.090
H 3.343 -1.431 -7.314 0.107
H 2.256 -1.803 -8.639 0.122
H 4.047 -3.886 -7.276 0.064
H 4.329 -3.134 -8.851 0.081
H 2.924 -4.195 -8.599 0.083
C 3.745 1.442 -3.079 -0.082
C 4.983 0.562 -3.024 -0.280
O 5.959 0.892 -4.008 -0.163
C 6.494 2.213 -3.954 -0.274
C 7.190 2.530 -2.642 -0.082
H 3.279 1.387 -4.072 0.081
H 3.014 1.123 -2.329 0.075
H 3.981 2.491 -2.892 0.066
H 4.685 -0.474 -3.213 0.097
H 5.431 0.576 -2.026 0.105
H 5.710 2.946 -4.173 0.106
H 7.224 2.291 -4.768 0.121
H 6.506 2.475 -1.792 0.064
H 7.613 3.538 -2.669 0.080
H 8.000 1.815 -2.456 0.083

---

62
Properties=species:S:1:pos:R:3:mulliken_spin:R:1 method="wB97M-V/def2-TZVPD" spin_multiplicity=2
O -0.806 3.422 -3.495 0.000
C -1.905 3.193 -4.454 0.000
C -1.513 4.320 -5.392 0.000
H -2.870 3.334 -3.968 0.000
H -1.853 2.207 -4.923 0.000
C -0.383 4.515 -4.364 0.000
H -2.235 5.139 -5.425 0.000
H -1.149 3.996 -6.370 0.000
C -0.496 5.889 -3.754 0.000
H -1.499 6.070 -3.361 0.000
H -0.309 6.633 -4.541 0.000
H 0.240 6.039 -2.955 0.000
C 0.974 4.288 -4.978 0.000
H 1.039 3.304 -5.453 0.000
H 1.768 4.371 -4.227 0.000
H 1.144 5.051 -5.749 0.000
Ce 0.396 -1.074 1.408 1.005
C 2.284 -2.916 1.417 -0.005
C 1.074 -3.663 1.263 0.000
C 0.505 -3.338 -0.011 -0.011
H 0.704 -4.416 1.952 -0.001
C 1.374 -2.394 -0.652 0.007
C 2.466 -2.125 0.238 0.009
H 3.295 -1.440 0.042 0.001
H 2.950 -2.981 2.276 0.001
H -0.403 -3.773 -0.429 0.001
H 1.243 -1.979 -1.655 0.000
C 1.589 -0.637 3.694 -0.013
C 2.517 -0.205 2.697 0.004
C 1.946 0.913 2.003 0.009
H 3.504 -0.635 2.520 0.004
C 0.672 1.199 2.606 -0.016
C 0.456 0.242 3.650 0.004
H -0.405 0.202 4.319 0.000
H 1.727 -1.461 4.396 0.002
H 2.404 1.463 1.176 0.001
H -0.015 1.998 2.319 -0.001
O -0.870 0.379 -0.258 -0.003
C 0.229 0.962 -1.048 0.006
C -0.227 0.915 -2.498 0.002
H 1.167 0.381 -0.890 -0.002
H 0.388 1.993 -0.698 0.001
C -1.766 0.946 -2.360 -0.001
H 0.109 -0.023 -2.974 0.000
H 0.145 1.758 -3.085 0.000
C -2.053 0.163 -1.096 0.003
H -2.302 0.596 -3.247 0.000
H -2.070 1.989 -2.172 0.000
H -2.157 -0.916 -1.285 -0.001
H -2.931 0.531 -0.550 0.000
F 0.202 -6.473 6.807 0.000
C -0.261 -5.535 5.961 -0.001
C -0.689 -5.904 4.681 0.000
F -0.668 -7.200 4.310 0.000
C -1.086 -4.919 3.784 0.000
F -1.489 -5.311 2.543 0.000
C -1.061 -3.548 4.108 0.001
S -1.526 -2.348 2.970 -0.005
C -0.682 -3.224 5.431 0.000
F -0.710 -1.927 5.840 0.000
C -0.273 -4.193 6.336 0.000
F 0.150 -3.841 7.571 0.000

---

46
Properties=species:S:1:pos:R:3:mulliken_spin:R:1 method="wB97M-V/def2-TZVPD" de_lowest_kcal_mol=119.5 spin_multiplicity=3
Ni -0.369 1.817 0.869 1.582
Cl 3.353 0.034 -1.683 0.000
C 1.862 -0.667 -1.152 0.020
C 1.479 -1.929 -1.380 0.008
C -1.081 -3.010 -0.568 -0.003
Cl -1.032 -4.625 0.271 0.000
C -2.009 -2.087 0.260 -0.001
C -3.174 -2.325 0.952 0.002
C -3.743 -1.249 1.639 -0.001
C -3.141 -0.003 1.622 -0.001
N -2.007 0.249 0.945 0.021
C -1.499 -0.791 0.295 -0.031
C 0.866 0.181 -0.332 -0.130
O 0.627 1.478 -0.829 0.117
H 2.057 -2.685 -1.890 -0.001
H -3.623 -3.309 0.987 0.000
H -4.650 -1.381 2.211 0.000
H -3.568 0.826 2.172 -0.002
C -1.734 -2.488 -2.960 -0.002
C -1.466 -1.059 -2.932 0.003
C -0.903 -0.353 -1.955 0.008
C -0.329 -0.740 -0.593 -0.023
C 0.977 0.406 1.169 0.374
C 1.146 -0.502 2.130 0.010
C 1.351 -1.925 1.898 0.021
C 0.940 -2.591 0.822 -0.012
C 0.260 -2.156 -0.471 0.002
C -1.596 -3.340 -1.951 0.001
H -2.127 -2.889 -3.887 0.000
H -1.788 -0.501 -3.803 0.000
H -0.818 0.717 -2.095 -0.001
H 1.082 -0.185 3.168 0.005
H 1.847 -2.507 2.668 -0.001
H 1.199 -3.641 0.779 0.000
H -1.875 -4.373 -2.101 0.000
C 3.230 4.082 -0.275 0.000
N 1.934 3.567 0.104 0.010
C 1.153 4.143 0.999 0.000
N 1.553 5.302 1.579 0.005
O 0.033 3.668 1.361 0.038
H 3.703 3.347 -0.922 -0.001
H 3.880 4.223 0.593 0.000
H 3.160 5.024 -0.828 0.000
H 1.580 2.686 -0.344 -0.018
H 2.350 5.810 1.248 0.000
H 0.912 5.747 2.208 0.000

---

7
Properties=species:S:1:pos:R:3:mulliken_spin:R:1 method="wB97M-V/def2-TZVPD" charge=+2 spin_multiplicity=3
C -3.260 0.010 0.059 0.413
C -2.017 0.157 -0.029 -0.017
C -0.726 0.272 -0.103 0.632
H 4.470 -0.749 0.039 -0.003
H -4.335 -0.116 0.106 -0.026
O 3.959 0.059 0.058 0.152
Yb 1.909 0.367 -0.129 0.850

---

Result set for E_tot: -465.4147; -740.6185; -8254.9454; -1274.1173; -5296.2972; -2492.4936; -3553.7701; -1348.5230 hartree, one per record in the order listed.